1 | # CH2INO3S

2 unconnected molecules or ions with the total composition CH2INO3S (ωB97M-V/def2-TZVPD, the Open Molecules 2025 dataset).

Atoms and positions in Å:
C: 0.31607 1.34111 -0.77502
N: 1.48402 1.56903 -0.06341
O: 1.52602 1.41498 1.12663
O: -1.83955 -3.30752 0.66601
O: 0.25628 -2.15657 0.23984
S: -0.84896 -2.38913 1.14110
I: -1.44050 0.83268 0.48201
H: 0.48636 0.48815 -1.43004
H: 0.06027 2.20728 -1.38712

Summary:
Orbital gap   8.842 eV
E_HOMO   -9.9 eV



2 | # CH2INO3S

A molecular structure, CH2INO3S (ωB97M-V/def2-TZVPD, the Open Molecules 2025 dataset).

Atoms and positions in Å:
C: -0.94238 -0.26313 0.00293
N: 1.17771 0.27089 -3.02753
O: 2.06260 -0.47788 -3.10470
O: 0.80881 -2.17119 -0.99300
O: -1.27537 -1.61190 -2.12164
S: -0.14781 -1.12496 -1.44354
I: -1.19964 -1.75722 1.47949
H: -1.77353 0.18305 -0.31638
H: -0.36391 0.64481 0.18851

Summary:
Orbital gap (alpha / beta)   8.088 / 7.688 eV
E_HOMO (alpha / beta)   -9.3 / -9.6 eV



Order from most stable to least stable according to the calculation: 1, 2



1 | # C3H3BrCl2

C3H3BrCl2 in the gas phase (ωB97M-V/def2-TZVPD, the Open Molecules 2025 dataset).

Atoms and positions in Å:
C: -0.87292 0.37258 -0.22718
C: 0.24986 0.25783 0.77828
C: 0.42371 -0.52441 -0.47886
Cl: 1.28216 1.72327 0.96213
Cl: 1.48529 -0.10298 -1.85112
Br: -0.00656 -2.42368 -0.25885
H: -1.94274 -0.09383 -0.10694
H: -0.82779 1.39698 -0.55793
H: 0.20899 -0.60575 1.74048

Summary:
Orbital gap   10.513 eV
E_HOMO   -10.1 eV



2 | # C3H3BrCl2

2 unconnected molecules or ions with the total composition C3H3BrCl2 (ωB97M-V/def2-TZVPD, the Open Molecules 2025 dataset).

Atoms and positions in Å:
C: 0.29106 0.89325 0.31809
C: -0.57738 -0.28359 0.57146
C: 0.05356 -0.07824 -0.75611
Cl: 0.52213 -2.22355 1.70850
Cl: 1.26208 -1.12330 -1.26928
Br: -1.25955 0.55662 -2.18490
H: -0.06692 1.95775 0.15883
H: 1.34582 0.75622 0.60978
H: -1.57080 -0.45517 0.84363

Summary:
Orbital gap   8.278 eV
E_HOMO   -10.4 eV



Order from most stable to least stable according to the calculation: 1, 2



1 | # C2H6N5

A gas-phase ion, C2H6N5 (charge +1) (ωB97M-V/def2-TZVPD, the Open Molecules 2025 dataset).

Atoms and positions in Å:
C: -1.80240 -0.43803 1.02073
C: -0.88748 0.06484 -0.86850
N: -2.07229 -0.22467 -0.25863
N: -0.53354 -0.49368 1.31171
N: 0.14709 -0.27217 0.11688
N: -0.40327 0.67693 -1.94919
N: 1.45601 0.17574 0.23970
H: -2.69004 -0.53852 1.61055
H: -0.19948 -0.47305 2.25265
H: -1.10949 1.10513 -2.52551
H: 0.52211 1.05272 -1.81232
H: 2.16602 -0.54700 0.03480
H: 1.70985 0.57700 1.13745

Summary:
Total charge   +1
Orbital gap   10.306 eV
E_HOMO   -14.2 eV



2 | # C2H6N5

A gas-phase ion, C2H6N5 (charge +1) (ωB97M-V/def2-TZVPD, the Open Molecules 2025 dataset).

Atoms and positions in Å:
C: -2.04271 -0.59461 0.87527
C: 1.28037 -0.86662 -0.19683
N: -2.33727 0.56937 1.00533
N: -0.81304 -1.15246 0.51132
N: -0.29044 0.86856 -0.28903
N: 0.02927 -0.34346 0.00641
N: 0.52739 1.79576 -0.72094
H: -2.77451 -1.33657 1.25618
H: 1.89661 -0.12794 -0.58899
H: 1.62076 -1.41245 0.64697
H: 1.36303 -1.70041 -0.88656
H: 1.42925 1.92643 -0.19143
H: 0.11130 2.37440 -1.42770

Summary:
Total charge   +1
Orbital gap (alpha / beta)   7.188 / 8.932 eV
E_HOMO (alpha / beta)   -14.5 / -14.6 eV



Order from most stable to least stable according to the calculation: 1, 2



1 | # C20H58CuO18

A molecular structure, C20H58CuO18 (ωB97M-V/def2-TZVPD, the Open Molecules 2025 dataset).

Atoms and positions in Å:
Cu: -3.40246 -14.42248 -22.42579
C: -1.41961 -18.08671 -24.31250
C: -2.56301 -17.10513 -24.48864
O: -3.06045 -16.45829 -23.34530
H: -1.80831 -18.88772 -23.68371
H: -0.50630 -17.59647 -23.97537
H: -1.26027 -18.42093 -25.33769
H: -3.45000 -17.49864 -24.98514
H: -2.37014 -16.43357 -25.32526
C: -4.53520 -13.08361 -18.67780
C: -5.15155 -14.32442 -19.39372
O: -4.69512 -14.78285 -20.63925
H: -4.46779 -12.20121 -19.31412
H: -3.48961 -13.27459 -18.43624
H: -5.06058 -12.85378 -17.75083
H: -6.17534 -13.95654 -19.46172
H: -5.29113 -15.22950 -18.80258
C: -0.47476 -14.01760 -23.00833
C: -0.49366 -13.47861 -21.54326
O: -1.54998 -14.21739 -20.85082
O: -1.69224 -13.78779 -23.64903
H: -0.22364 -15.06084 -23.19990
H: 0.35190 -13.58430 -23.57134
H: -0.66400 -12.41107 -21.40374
H: 0.36280 -13.84824 -20.97938
H: -1.54928 -13.81821 -19.97774
H: -1.72014 -14.33900 -24.43451
C: -10.41949 -13.38842 -21.22754
C: -9.04927 -13.79841 -20.75818
O: -8.43142 -14.05641 -22.03983
O: -10.22265 -12.10930 -21.75359
H: -11.18497 -13.31429 -20.45512
H: -10.82634 -13.99086 -22.03973
H: -8.83160 -14.62660 -20.08377
H: -8.57958 -12.99738 -20.18735
H: -7.82396 -14.75923 -21.79770
H: -9.61974 -12.35777 -22.45812
C: -5.19460 -14.22034 -27.47829
C: -4.02253 -14.80074 -28.25975
O: -4.64536 -15.63059 -29.24345
O: -5.63207 -15.11077 -26.47214
H: -6.07581 -14.02098 -28.08806
H: -4.76219 -13.33176 -27.01834
H: -3.34169 -15.38997 -27.64545
H: -3.49821 -13.96549 -28.72404
H: -3.96072 -16.02514 -29.78861
H: -5.81287 -15.94681 -26.90798
C: 0.86032 -14.30161 -27.73509
C: -0.30194 -14.79706 -26.97100
O: -1.36239 -13.89486 -26.85743
O: 1.70855 -13.54540 -26.94888
H: 0.66555 -13.76665 -28.66459
H: 1.49610 -15.18372 -27.81111
H: 0.02847 -14.98463 -25.94936
H: -0.63218 -15.65904 -27.55069
H: -1.10106 -13.20356 -26.24471
H: 2.61543 -13.82899 -27.08586
C: -5.12220 -12.79838 -24.09133
C: -5.08167 -12.01366 -22.77634
O: -3.77909 -12.22547 -22.10487
O: -5.23446 -14.14215 -23.95330
H: -4.15758 -12.63508 -24.57187
H: -5.92136 -12.40651 -24.72051
H: -5.88194 -12.18411 -22.05619
H: -5.23615 -11.02001 -23.19690
H: -3.63018 -11.47480 -21.52529
H: -5.55648 -14.48938 -24.78836
C: -0.61735 -10.34141 -26.06642
C: -2.15521 -10.19331 -25.89958
O: -2.35181 -9.60256 -24.69803
O: -0.20734 -10.85095 -27.34516
H: -0.38362 -11.07081 -25.29090
H: -0.04063 -9.41842 -26.00647
H: -2.61747 -11.18042 -25.90549
H: -2.68902 -9.66784 -26.69143
H: -3.19204 -9.13956 -24.73356
H: 0.74953 -10.92656 -27.36251
C: -6.60748 -18.54800 -22.25179
C: -6.53683 -17.09685 -22.67210
O: -6.89295 -16.34261 -21.50952
O: -5.94545 -18.81576 -21.13332
H: -6.17744 -19.15338 -23.04971
H: -7.63073 -18.86586 -22.05166
H: -7.02288 -16.83088 -23.61078
H: -5.49743 -16.85789 -22.89716
H: -6.08856 -15.84586 -21.34283
H: -6.23708 -18.14157 -20.51524
C: -3.45733 -18.21082 -18.57602
C: -2.58467 -18.43986 -19.87138
O: -1.93343 -19.63382 -19.59477
O: -4.67567 -17.56495 -18.94734
H: -2.94449 -17.53711 -17.88957
H: -3.81843 -19.11214 -18.08070
H: -1.80011 -17.74509 -20.17114
H: -3.22051 -18.69006 -20.72063
H: -2.62861 -20.26359 -19.39053
H: -4.60712 -16.72769 -19.41200

Summary:
Orbital gap (alpha / beta)   7.597 / 6.020 eV
E_HOMO (alpha / beta)   -7.6 / -7.6 eV
2S+1   2



2 | # C20H58CuO18

A molecular structure, C20H58CuO18 (ωB97M-V/def2-TZVPD, the Open Molecules 2025 dataset).

Atoms and positions in Å:
Cu: -23.17549 5.11739 -22.47808
C: -25.19821 4.72945 -18.98923
C: -24.30966 5.62677 -19.82824
O: -23.21533 4.94421 -20.36221
H: -24.57311 4.37081 -18.16004
H: -25.40431 3.74443 -19.41857
H: -26.10681 5.18760 -18.61088
H: -23.91153 6.49860 -19.29596
H: -24.91960 6.02868 -20.65520
C: -22.16308 8.54441 -21.23407
C: -21.84890 8.13460 -22.67412
O: -21.85851 6.76046 -22.89038
H: -23.16853 8.18113 -21.02118
H: -22.08986 9.63170 -21.13912
H: -21.42319 8.14707 -20.54304
H: -20.86612 8.53659 -22.98147
H: -22.56103 8.65556 -23.34955
C: -15.95546 9.40536 -24.17530
C: -16.86558 9.84360 -23.04172
O: -17.72816 8.79946 -22.55569
O: -16.70843 9.41971 -25.37430
H: -15.64168 8.38302 -23.92308
H: -15.00908 9.94440 -24.17835
H: -17.38552 10.78569 -23.23320
H: -16.26111 9.92495 -22.12763
H: -18.26926 8.47459 -23.28843
H: -17.28044 8.64685 -25.39055
C: -19.11553 5.65608 -20.42967
C: -18.41596 4.45309 -19.81629
O: -19.26519 3.31268 -19.85501
O: -20.44520 5.81232 -19.99982
H: -19.17024 5.52418 -21.52281
H: -18.55760 6.58789 -20.26625
H: -18.30947 4.76890 -18.77202
H: -17.47229 4.30701 -20.33595
H: -18.73405 2.61008 -20.23790
H: -20.85009 6.54030 -20.47564
C: -24.19034 14.09635 -19.79866
C: -24.24570 12.60782 -19.49075
O: -22.94527 12.04670 -19.70629
O: -23.99094 14.29413 -21.18393
H: -23.41818 14.56221 -19.18085
H: -25.18429 14.51150 -19.61943
H: -24.93433 12.16565 -20.21731
H: -24.57406 12.38079 -18.47994
H: -22.73950 12.09658 -20.65016
H: -23.09373 14.04139 -21.42460
C: -19.59067 12.13041 -18.70633
C: -19.72391 10.76112 -19.34678
O: -18.78368 9.91887 -18.66816
O: -20.27304 13.18579 -19.33338
H: -18.51975 12.35188 -18.72400
H: -19.82822 12.05953 -17.63814
H: -19.39741 10.72107 -20.39283
H: -20.76114 10.41767 -19.27880
H: -18.87598 9.02997 -19.02442
H: -21.23164 13.10993 -19.23280
C: -24.54515 5.21190 -25.02920
C: -24.98573 6.54676 -24.39805
O: -25.26843 6.31292 -23.02097
O: -23.23589 4.93958 -24.58702
H: -24.65647 5.21827 -26.11613
H: -25.25332 4.46775 -24.65565
H: -25.74697 6.95586 -25.06562
H: -24.10007 7.18345 -24.45164
H: -26.22071 6.42308 -22.92914
H: -22.61503 5.47323 -25.10475
C: -20.08686 12.65819 -24.24053
C: -20.61548 12.13959 -22.91371
O: -21.52697 13.06734 -22.33222
O: -19.03886 13.57544 -24.02834
H: -20.96819 13.14202 -24.68772
H: -19.83309 11.82377 -24.90384
H: -19.79863 11.77046 -22.28855
H: -21.19030 11.24007 -23.14847
H: -21.00015 13.76823 -21.92224
H: -18.64687 13.87271 -24.85265
C: -25.08376 10.18317 -23.89242
C: -24.36924 11.34126 -23.23577
O: -23.50481 11.98472 -24.15500
O: -26.11954 10.65479 -24.77043
H: -25.45885 9.51748 -23.10933
H: -24.41925 9.68973 -24.60272
H: -23.76202 10.95759 -22.40271
H: -25.10872 12.06326 -22.86757
H: -22.94255 12.59349 -23.66025
H: -26.85316 10.95377 -24.22348
C: -21.90348 7.96047 -27.47279
C: -21.23233 8.80306 -26.42434
O: -20.26655 8.06516 -25.66857
O: -22.39626 6.80391 -26.78675
H: -21.11967 7.60314 -28.15796
H: -22.62195 8.45959 -28.12553
H: -21.98617 9.16248 -25.70794
H: -20.73578 9.69935 -26.79463
H: -20.80010 7.52853 -25.05972
H: -22.90767 6.31520 -27.43996

Summary:
Orbital gap (alpha / beta)   8.539 / 6.464 eV
E_HOMO (alpha / beta)   -8.6 / -8.2 eV
2S+1   2



Order from most stable to least stable according to the calculation: 2, 1